{"formula": "C28H31FI3N3O4S3", "method": "ωB97M-V/def2-TZVPD", "symbols": ["C", "C", "C", "C", "S", "H", "H", "H", "H", "H", "H", "N", "C", "C", "H", "H", "H", "C", "S", "H", "H", "N", "H", "C", "C", "H", "C", "H", "O", "F", "H", "C", "C", "C", "C", "H", "C", "C", "S", "H", "H", "H", "H", "C", "C", "O", "H", "C", "C", "C", "H", "C", "C", "C", "H", "H", "I", "C", "H", "H", "I", "N", "H", "C", "H", "H", "C", "C", "O", "H", "O", "H", "I"], "coordinates": [[-1.890, 4.945, 1.279], [7.142, -1.234, 0.956], [-2.265, 6.362, 2.083], [0.747, -5.076, 0.984], [-5.769, -2.972, -2.207], [1.261, -4.303, 1.706], [0.048, -5.749, 1.656], [3.865, -0.097, -1.826], [-1.725, -3.335, -2.709], [-1.285, 6.618, 2.703], [9.098, 0.343, 2.563], [5.565, -0.012, 2.719], [-5.439, -1.492, -3.358], [-0.153, -4.315, -0.202], [1.676, 1.003, -1.789], [1.544, -5.773, 0.433], [-2.332, 7.188, 1.236], [5.815, -1.272, 1.919], [4.788, 1.297, 0.097], [0.583, 0.954, 1.059], [-3.742, -1.053, -4.924], [-7.872, -0.672, 0.443], [6.634, 1.501, 3.862], [-3.903, -1.646, -3.910], [-2.841, 3.182, -0.632], [-1.017, 5.240, 0.541], [6.877, 0.512, 3.260], [-3.230, 6.274, 2.740], [-4.309, 1.718, -3.957], [1.291, -3.489, -2.108], [-1.207, -4.048, 0.251], [-3.712, 1.619, -2.766], [3.564, 0.126, -0.709], [-6.680, -2.322, -0.704], [2.106, 0.876, -0.707], [-8.076, -1.800, 2.399], [-2.738, -1.143, -2.873], [8.064, 0.697, 2.141], [3.775, 2.084, 2.876], [7.272, -0.315, 4.024], [2.271, 1.972, -0.266], [-0.254, -5.127, -1.064], [1.382, -0.740, 0.840], [-1.339, 2.490, -0.876], [-0.387, -1.797, -1.301], [7.789, 0.081, 0.834], [7.896, -2.078, 1.258], [-7.640, -1.890, 1.315], [0.964, 0.174, 0.239], [-1.613, -2.212, -2.328], [-5.648, -0.462, -2.839], [-3.964, 2.746, -1.556], [0.627, -3.024, -0.847], [-0.285, -0.241, -0.793], [4.822, -1.607, 1.351], [3.426, -0.902, -0.168], [-6.027, 3.537, -1.338], [4.783, 1.030, 1.951], [1.488, -2.691, -0.126], [-3.860, 5.133, 0.143], [-1.222, 3.485, 2.828], [-7.292, -0.922, -0.801], [-3.687, -2.801, -4.120], [-1.400, 0.880, -1.327], [8.157, 1.870, 1.946], [6.763, -1.517, -0.140], [-2.636, 0.409, -2.350], [-3.190, 4.256, 0.555], [-0.181, 3.146, -0.771], [-6.149, -1.626, -4.304], [-6.908, -2.966, 0.625], [6.010, -2.139, 2.716], [-4.228, 3.112, 2.166]], "lumo_ev": -1.92, "total_energy_ha": -3737.355398, "homo_ev": -7.90, "total_charge": 0, "largest_force_ev_per_a": 8.3}



{"formula": "C28H31N6PRbS3", "method": "ωB97M-V/def2-TZVPD", "symbols": ["Rb", "C", "N", "C", "H", "H", "H", "C", "C", "C", "C", "H", "C", "H", "H", "H", "C", "C", "S", "N", "N", "H", "C", "C", "C", "H", "C", "H", "S", "H", "H", "H", "H", "H", "C", "H", "H", "H", "H", "C", "H", "P", "C", "S", "C", "C", "C", "C", "C", "H", "C", "H", "H", "H", "H", "N", "H", "H", "C", "H", "C", "C", "H", "H", "H", "N", "C", "C", "C", "N"], "coordinates": [[0.372, -0.488, -0.118], [1.022, 0.902, 4.101], [-2.507, 4.156, -0.632], [-1.530, -3.823, 0.495], [0.227, 3.695, -3.280], [-0.260, -1.697, 3.663], [-0.045, 1.887, -0.279], [1.361, -0.302, -3.294], [-0.437, 4.213, -2.589], [-1.815, -4.470, 4.932], [-0.775, -2.648, 3.707], [3.602, 0.722, 3.041], [4.930, -1.873, -1.600], [-1.534, 2.178, -3.923], [-0.732, -1.957, -3.507], [-2.764, -6.043, 3.806], [-1.159, -3.288, 2.531], [3.355, 1.768, 2.827], [-2.026, -4.095, -3.423], [-0.988, -2.700, -1.571], [-0.953, -2.907, 1.216], [0.293, 1.760, -2.030], [-1.111, -3.256, 4.900], [-2.195, 2.637, -3.185], [-1.874, -4.492, 2.575], [-2.859, 2.439, 0.507], [3.301, -0.101, -1.769], [0.747, 3.724, -0.806], [-0.766, 1.594, 2.114], [-0.954, 3.760, 0.728], [3.344, 2.295, 3.788], [-3.710, 4.568, -2.285], [-0.200, 5.278, -2.553], [4.592, -3.559, -2.889], [-2.214, -5.111, 3.773], [2.955, 0.871, -1.430], [1.223, 1.690, 4.838], [4.160, 2.182, 2.223], [1.826, 0.163, 4.193], [0.902, 1.484, 2.699], [-4.050, 2.760, -0.766], [-2.093, 1.580, -1.643], [-2.670, 4.687, -1.978], [2.201, 2.696, 0.506], [-0.388, 2.154, -1.273], [-1.128, -2.736, -2.856], [0.258, 0.076, -3.705], [-1.143, 4.279, -0.217], [2.584, -0.813, -2.741], [-2.709, -5.566, -1.583], [-1.586, -3.775, -0.966], [-3.214, 2.626, -3.579], [4.971, -0.053, -0.448], [-2.609, -5.609, 0.905], [-0.863, 5.332, -0.149], [-2.100, -4.816, 1.250], [2.537, -2.626, -3.884], [5.831, -2.282, -1.160], [-2.983, 2.771, -0.525], [-0.834, -2.783, 5.833], [-2.184, -4.653, -1.814], [3.079, -2.067, -3.132], [0.080, 0.436, 4.385], [-2.429, 5.754, -1.957], [-2.059, -4.914, 5.889], [-1.811, 4.045, -2.974], [4.453, -0.630, -1.205], [2.033, 1.912, 2.092], [4.234, -2.587, -2.570], [-0.210, 3.642, -1.230]], "relative_energy_kj_mol": 11.0, "lumo_ev": 1.79, "total_energy_ha": -2974.083343, "homo_ev": -2.72, "total_charge": -1, "largest_force_ev_per_a": 0.6}



{"formula": "C28H31N8O4OsPS2", "method": "ωB97M-V/def2-TZVPD", "symbols": ["H", "H", "N", "C", "S", "C", "C", "C", "N", "C", "C", "C", "O", "H", "C", "H", "H", "H", "H", "H", "N", "H", "H", "H", "H", "C", "H", "C", "H", "N", "C", "C", "C", "H", "H", "H", "C", "C", "O", "C", "C", "H", "O", "H", "C", "Os", "C", "C", "C", "N", "H", "S", "C", "H", "P", "H", "C", "N", "H", "N", "C", "H", "N", "H", "C", "H", "C", "C", "H", "C", "H", "H", "O", "H", "H"], "coordinates": [[2.190, -4.356, -1.126], [-1.772, 0.011, -3.525], [1.064, 1.041, -0.157], [2.887, -4.165, 3.463], [-3.122, 0.360, -0.760], [0.624, -2.288, -0.818], [-0.346, 0.978, -4.800], [-0.828, 0.537, -3.593], [1.185, -7.324, 1.518], [0.426, 1.107, 5.745], [1.600, 1.807, -3.682], [-3.233, 6.845, -1.900], [-1.337, 0.806, 4.223], [2.565, 2.293, -3.660], [-3.913, 2.120, -4.116], [0.771, -5.362, -1.555], [1.275, 2.026, -5.774], [-2.221, -1.976, 0.576], [1.965, -2.384, -2.460], [3.743, 1.449, 5.174], [0.943, -6.801, 0.403], [-3.859, 1.155, -3.616], [1.890, -0.812, -1.668], [-0.912, 0.819, -5.699], [-2.560, 7.473, -2.478], [2.267, 1.164, 3.668], [-1.303, -4.552, 0.416], [2.788, -5.359, 4.190], [-3.868, 6.277, -2.579], [-0.381, -1.521, -0.419], [-2.405, 5.923, -1.023], [1.765, 1.279, 6.008], [1.907, -5.208, 1.599], [-3.864, 7.485, -1.290], [-1.513, 0.687, 3.267], [-1.677, 5.377, -1.638], [2.693, 1.310, 4.967], [1.785, -6.413, 2.335], [-3.219, 5.011, -0.276], [1.214, -4.719, -0.786], [0.892, 1.649, -4.841], [-3.442, 2.051, -5.094], [-3.857, 3.281, -2.027], [-3.295, 4.161, -3.786], [1.877, -1.880, -1.498], [-0.903, 0.682, -0.507], [1.723, 1.473, -1.229], [2.456, -4.063, 2.158], [-1.308, -2.352, 0.156], [-0.178, 0.716, -2.438], [3.152, -5.373, 5.205], [-1.253, 2.957, -0.552], [0.911, 0.987, 3.375], [2.685, 1.955, -1.138], [-3.367, 3.439, -0.517], [-0.307, 1.067, 6.534], [-3.220, 3.189, -3.288], [1.363, -5.522, 0.382], [2.159, -7.420, 4.202], [1.445, 1.067, 1.076], [1.065, 1.337, -2.461], [-1.857, 6.506, -0.276], [0.359, -3.581, -0.529], [-4.963, 2.371, -4.243], [-0.862, -3.633, 0.088], [3.318, -3.298, 3.940], [0.502, 0.864, 1.989], [-0.030, 0.962, 4.430], [2.105, 1.382, 7.026], [2.240, -6.498, 3.650], [2.744, -2.138, -0.888], [2.534, -3.136, 1.612], [-0.715, 0.571, 1.647], [2.967, 1.172, 2.847], [-2.155, 2.950, -3.159]], "relative_energy_kj_mol": 174.8, "spin_multiplicity": 6, "lumo_ev": [-2.76, -6.22], "s2": 8.798, "total_energy_ha": -3052.759034, "homo_ev": [-9.43, -11.00], "total_charge": 1, "largest_force_ev_per_a": 2.8}



{"formula": "C28H32BClF4N8O3Ti", "method": "ωB97M-V/def2-TZVPD", "symbols": ["H", "C", "H", "H", "C", "C", "F", "H", "H", "H", "H", "H", "C", "C", "C", "H", "C", "H", "C", "Ti", "Cl", "B", "H", "H", "H", "C", "C", "H", "N", "N", "C", "H", "O", "C", "H", "N", "H", "H", "N", "N", "H", "H", "H", "H", "C", "H", "N", "H", "C", "C", "C", "C", "C", "C", "H", "H", "C", "N", "C", "F", "H", "C", "C", "O", "O", "F", "C", "C", "H", "C", "C", "F", "H", "H", "C", "H", "N", "H"], "coordinates": [[-3.402, -2.362, -0.120], [-0.269, 2.502, 4.262], [-3.247, 2.338, 5.857], [-1.903, 1.487, 6.615], [3.945, 0.012, 1.656], [2.426, -0.215, -3.789], [-1.537, -4.220, 0.025], [-0.079, -2.356, -3.312], [-3.146, 0.852, 3.890], [1.279, 2.001, -4.805], [3.108, -1.041, -3.988], [6.563, 1.982, 1.536], [-2.161, 2.292, 5.922], [0.299, 2.185, 3.052], [-1.537, 2.036, 4.580], [6.577, 0.942, 0.120], [1.617, -0.474, -2.488], [6.565, 0.225, 1.735], [1.882, 1.070, 1.052], [-1.149, -0.531, -0.998], [-6.366, 0.011, -2.230], [-1.234, -3.851, -1.235], [-1.258, -1.260, -4.022], [-4.621, -1.090, -3.370], [-4.774, 0.620, -3.837], [-2.188, 1.276, 3.624], [4.677, 1.057, 1.109], [1.782, -1.480, -2.103], [0.652, -1.471, 1.843], [-2.580, 0.229, 1.543], [3.986, 2.112, 0.516], [-1.129, 1.179, -3.500], [-3.785, 1.195, -1.240], [0.696, -1.259, -5.029], [-5.522, -1.033, 0.947], [0.086, 0.940, -0.323], [3.276, -1.654, 3.770], [1.384, -3.549, 4.295], [1.534, -0.068, -4.933], [0.450, 1.139, 0.940], [-1.797, 3.225, 6.350], [1.889, 0.237, -1.718], [0.095, -1.194, -5.936], [-0.593, -3.008, 2.474], [0.347, -2.497, 2.613], [-4.403, 1.069, 2.235], [0.157, -0.331, -2.771], [2.066, 2.922, 0.015], [-3.668, 0.309, -2.035], [2.608, 2.107, 0.481], [-3.399, -1.458, 0.470], [2.334, -1.848, 3.285], [-4.772, -0.080, -3.005], [1.367, -2.773, 3.548], [1.348, -2.128, -5.125], [-0.036, 1.118, -5.573], [-3.918, 0.270, 1.701], [1.881, -1.084, 2.249], [-0.208, -1.384, -3.775], [-2.284, -3.425, -1.990], [3.023, 0.694, -3.697], [-4.477, -0.795, 1.041], [0.675, 1.095, -4.749], [-2.550, -0.429, -2.174], [-1.216, 1.204, -0.558], [-0.447, -2.251, -0.909], [6.180, 1.045, 1.131], [-0.358, 1.429, 2.069], [1.296, 2.538, 2.835], [-1.671, 0.987, 2.360], [-0.062, 1.016, -3.387], [-0.233, -4.474, -1.868], [4.532, 2.939, 0.077], [0.324, 1.756, -2.691], [2.554, 0.001, 1.651], [0.287, 3.105, 4.971], [-2.241, -0.840, 0.762], [4.474, -0.835, 2.072]], "relative_energy_kj_mol": 0.0, "spin_multiplicity": 2, "lumo_ev": [-3.53, -4.50], "s2": 0.764, "total_energy_ha": -3483.957168, "homo_ev": [-10.90, -11.09], "total_charge": 1, "largest_force_ev_per_a": 2.0}



{"formula": "C28H32ClF6N14O3PS2Ti", "method": "ωB97M-V/def2-TZVPD", "symbols": ["C", "N", "H", "H", "C", "H", "C", "H", "F", "Cl", "F", "C", "C", "H", "H", "N", "C", "H", "H", "C", "H", "C", "O", "C", "N", "C", "S", "C", "C", "N", "H", "C", "H", "N", "C", "H", "N", "H", "O", "H", "H", "H", "H", "Ti", "H", "H", "F", "C", "C", "N", "H", "C", "H", "O", "S", "C", "F", "H", "H", "H", "N", "H", "C", "C", "N", "F", "H", "H", "C", "H", "N", "C", "H", "N", "C", "C", "N", "C", "H", "N", "F", "C", "N", "P", "H", "C", "H", "C"], "coordinates": [[-4.830, 3.178, 1.348], [2.946, 2.369, -0.300], [-1.383, -0.673, -2.749], [2.739, -4.794, -0.538], [4.033, -4.095, -2.149], [-3.906, -0.985, 2.490], [7.926, 1.177, -3.370], [-6.405, -1.369, 1.846], [1.932, 1.201, 3.734], [-5.247, 5.348, 4.684], [1.110, 1.834, 1.708], [0.286, 2.605, -1.378], [-3.798, 3.184, 3.915], [8.415, 1.544, -4.264], [-5.229, 0.884, -0.557], [-1.996, -1.217, -0.808], [-4.725, 4.135, 3.535], [-3.037, 1.596, -0.150], [8.674, 0.174, -0.200], [-4.309, -3.572, 0.209], [-5.972, -3.013, 2.278], [-5.246, 4.145, 2.252], [5.769, -1.822, 0.045], [-4.618, -2.198, 0.817], [1.173, 3.622, -1.261], [-6.024, -2.309, 1.443], [5.669, -0.393, 0.161], [-3.367, -1.182, -1.267], [-3.397, 2.220, 2.995], [4.271, 0.104, -0.623], [-4.495, -4.349, 0.962], [-3.505, 1.124, 0.710], [5.922, 1.282, -4.205], [-0.980, 2.859, -1.752], [2.423, 3.514, -0.696], [-4.960, -3.764, -0.649], [3.211, 4.539, -0.511], [-2.665, 1.478, 3.288], [5.847, 0.217, 1.429], [-5.440, 0.318, 1.087], [3.242, -3.821, -2.847], [0.377, -3.240, -0.368], [-6.756, -2.712, 0.735], [2.327, 0.430, -0.292], [-6.481, -1.164, -0.783], [4.862, -3.396, -2.269], [0.655, -0.267, 1.145], [8.092, 0.408, -1.084], [6.718, 0.273, -1.096], [0.512, 1.311, -1.188], [0.805, 4.547, -1.396], [8.687, 0.875, -2.249], [-5.233, 3.193, 0.340], [-5.654, -1.332, -1.242], [3.204, 0.618, -2.878], [4.503, 0.425, -1.889], [2.763, 0.262, 1.785], [-3.457, -0.278, -1.871], [-5.965, 4.903, 1.967], [4.329, -4.239, 0.001], [2.509, -1.706, -0.224], [-2.754, 0.467, 1.144], [5.957, 0.579, -2.194], [-1.018, -0.693, -1.708], [-0.710, 0.802, -1.449], [-0.212, 0.612, 3.119], [-3.634, -2.724, 2.659], [-2.602, -1.791, 1.566], [-4.572, -1.102, -0.297], [-3.265, -3.637, -0.105], [-1.495, -2.463, -0.265], [6.541, 1.031, -3.350], [4.385, -5.099, -2.386], [-1.540, 1.680, -1.795], [-4.742, 0.332, 0.252], [-3.903, 2.196, 1.703], [4.324, 3.993, 0.046], [-0.288, -2.444, -0.691], [-3.389, 3.196, 4.917], [4.185, 2.721, 0.177], [1.434, -0.970, 3.195], [2.967, -2.731, -0.401], [0.154, -1.430, -1.512], [1.245, 0.449, 2.533], [-3.579, -2.043, -1.924], [3.520, -4.055, -0.704], [9.762, 1.011, -2.280], [-3.624, -1.894, 1.943]], "relative_energy_kj_mol": 334.4, "spin_multiplicity": 2, "lumo_ev": [1.30, 1.32], "s2": 0.753, "total_energy_ha": -5125.414188, "homo_ev": [-4.67, -4.67], "total_charge": -1, "largest_force_ev_per_a": 2.8}



{"formula": "C28H32CrF7N6O8S", "method": "ωB97M-V/def2-TZVPD", "symbols": ["O", "N", "F", "C", "C", "H", "C", "C", "O", "F", "H", "C", "C", "F", "O", "F", "H", "C", "H", "N", "H", "H", "H", "H", "N", "C", "N", "H", "C", "C", "H", "H", "C", "C", "O", "H", "N", "F", "H", "H", "H", "Cr", "C", "H", "O", "O", "H", "C", "H", "H", "C", "S", "H", "H", "H", "H", "C", "H", "O", "C", "H", "C", "F", "C", "C", "C", "C", "C", "O", "C", "H", "H", "H", "H", "C", "C", "F", "H", "C", "N", "H", "H", "C"], "coordinates": [[-0.555, 2.635, 1.740], [-1.963, -1.812, -1.275], [1.639, 4.470, 1.104], [-1.694, -0.101, 2.075], [-2.534, -2.164, -2.434], [3.492, -1.612, 1.259], [1.016, -2.313, 1.028], [3.764, 0.105, -0.027], [1.334, 1.526, 0.676], [-4.945, 1.447, 1.398], [3.061, -2.929, -0.494], [0.230, -1.524, 2.046], [1.858, 3.599, 2.103], [-2.969, 0.220, 5.477], [-3.469, 1.962, -4.520], [3.141, 3.226, 2.063], [-5.887, 4.978, -5.265], [-5.838, 3.915, -5.499], [-5.954, 3.610, -1.592], [-4.818, 3.325, -3.310], [2.068, -3.835, -2.366], [0.776, 3.140, -0.723], [0.889, -1.040, 2.766], [2.485, -0.228, 1.660], [1.743, -1.428, 0.102], [-1.914, 1.887, -2.017], [-0.806, 1.941, -1.276], [-4.872, 1.256, 4.025], [-0.167, 3.117, -1.231], [2.353, -2.248, -0.982], [-2.290, -1.965, -0.334], [-5.867, 2.010, -4.520], [-1.777, -1.617, -3.456], [-1.828, 4.203, -2.557], [1.062, 1.347, 3.098], [3.166, 0.648, -0.756], [-0.608, -0.544, 1.350], [-0.847, -0.668, 4.254], [0.637, -3.582, -1.382], [-6.660, 3.668, -6.171], [4.250, 0.838, 0.616], [0.218, 0.152, -0.369], [-3.639, 2.714, -3.572], [-6.341, 5.637, -2.966], [1.116, 0.330, -2.242], [-1.179, -1.306, -5.750], [1.028, -2.470, -2.694], [-1.824, -0.165, 3.480], [0.318, -2.912, 0.445], [-0.389, -2.234, 2.599], [-5.918, 3.062, -4.237], [0.766, 2.110, 1.925], [1.714, -2.991, 1.533], [-6.853, 3.239, -3.703], [-5.600, 6.067, -1.426], [-3.424, -2.768, -2.501], [-2.832, 0.447, 1.453], [-0.082, 5.179, -1.759], [-3.095, -2.319, -5.257], [-2.079, -1.773, -4.911], [-0.439, -0.808, -5.308], [-4.014, 0.878, 3.489], [-2.861, 0.475, 0.105], [-0.750, -0.931, -2.797], [-2.942, 0.311, 4.141], [-5.433, 5.546, -2.369], [0.466, -0.156, -3.226], [-2.469, 2.978, -2.660], [0.746, -0.096, -4.419], [-0.647, 4.261, -1.841], [-2.419, 0.937, -2.110], [4.539, -0.454, -0.549], [-4.252, 4.007, -1.430], [-2.235, 5.083, -3.040], [-5.105, 4.081, -2.098], [1.449, -3.071, -1.896], [1.625, 4.215, 3.256], [-4.901, 3.710, -6.016], [-3.932, 0.933, 2.115], [-0.888, -1.051, -1.481], [2.923, -1.570, -1.613], [-4.615, 6.037, -2.898], [2.886, -0.803, 0.834]], "spin_multiplicity": 4, "lumo_ev": [-0.68, -0.66], "s2": 3.780, "total_energy_ha": -4158.506503, "homo_ev": [-8.06, -8.18], "total_charge": 0, "largest_force_ev_per_a": 1.1}